# C3H6F2S

2 unconnected molecules or ions with the total composition C3H6F2S (the ωB97M-V functional and the def2-TZVPD basis, the Open Molecules 2025 dataset).

Values from the calculation:
* HOMO (alpha / beta): -4.70 / -10.13 eV
* electronic energy: -19472.945 eV
* relative energy (zero: lowest compared OMol25 entry of this formula, charge and spin): 31.55 kcal per mole
* 2S+1: 3
* F_max: 11.50 eV Å⁻¹
* total charge: 0

Geometry (Å):
C  0.2600  1.1023  1.0177
C  -0.5798  0.0959  -1.0440
C  0.4704  0.3858  -0.3005
F  -0.6301  -0.5602  -2.2240
F  -0.9122  -2.8633  -0.6454
S  2.1879  -0.1900  -0.5988
H  -0.7062  0.7037  1.4657
H  1.1335  0.7931  1.6523
H  0.3357  2.3118  0.9257
H  -1.5329  0.5428  -0.8855
H  -1.3788  -3.1872  -1.3526
H  1.8630  -0.9447  -1.7606